Here is a cluster of 7 separate species, C16H44F6N2O6P in total at a distorted geometry from OMol25. Energies are from ωB97M-V with the def2-TZVPD basis set.

## Properties
2S+1 ... 2
E_HOMO (spin up / spin down) ... -0.342 / -0.342 hartree
LUMO level (spin up / spin down) ... -0.5 / -7.1 eV
Kohn-Sham gap (spin up / spin down) ... 8.82 / 2.21 eV
⟨S²⟩ ... 0.7545

```
75
Properties=species:S:1:pos:R:3:forces:R:3
P 10.347 -0.164 -24.605 -3.83 2.37 -0.93
F 10.018 -0.465 -23.019 0.43 -0.13 -1.18
F 9.784 -1.612 -25.150 1.09 -0.05 1.36
F 8.829 0.405 -24.731 0.49 -0.12 -0.31
F 10.608 0.124 -26.249 0.66 -0.24 1.47
F 10.864 1.355 -24.338 -0.01 -0.59 0.33
F 11.820 -0.665 -24.300 1.76 -1.16 -0.80
C 11.078 -4.481 -22.973 -0.74 -1.14 0.27
O 11.199 -5.434 -22.264 0.56 -2.09 1.68
N 10.312 -4.443 -24.026 -3.41 -1.52 -3.49
N 11.645 -3.339 -22.817 3.28 3.89 1.36
H 9.633 -5.190 -23.992 -0.01 0.05 -0.48
H 9.971 -3.580 -24.426 0.04 -0.06 0.16
H 11.484 -2.630 -23.518 0.30 0.25 0.83
H 12.232 -3.258 -21.999 -0.11 0.59 -0.27
C 8.641 4.726 -24.462 -0.69 0.38 -0.42
C 7.251 3.932 -24.439 2.37 0.39 -0.60
C 6.874 3.452 -25.877 0.35 1.15 0.43
O 7.513 2.794 -23.690 -0.48 -0.88 1.11
H 8.504 5.781 -24.702 -0.04 0.00 -0.82
H 9.351 4.225 -25.120 -0.21 0.16 -0.54
H 9.238 4.833 -23.556 -0.78 -0.68 0.77
H 6.562 4.579 -23.895 -0.50 -0.37 -0.29
H 7.728 2.897 -26.267 0.24 0.09 0.00
H 6.737 4.332 -26.504 -0.17 -0.11 -0.28
H 6.039 2.760 -25.985 -0.26 0.33 0.54
H 8.219 2.350 -24.166 0.12 -0.52 0.18
C 15.565 -2.134 -26.603 0.02 -0.02 -0.31
C 14.423 -1.826 -25.660 0.86 1.11 -0.88
C 14.783 -2.196 -24.180 0.93 0.12 1.21
O 14.131 -0.480 -25.777 1.41 -0.66 -0.60
H 16.391 -1.432 -26.490 -0.02 0.05 0.45
H 15.272 -1.994 -27.643 -0.29 -0.26 -0.01
H 15.954 -3.141 -26.450 -0.20 0.06 -0.08
H 13.482 -2.349 -25.830 -0.70 -0.52 0.00
H 15.402 -3.093 -24.185 -0.54 -0.35 -0.45
H 13.950 -2.303 -23.486 -0.01 0.21 -0.39
H 15.513 -1.447 -23.874 -0.35 0.35 0.22
H 13.385 -0.140 -25.278 -1.52 -0.05 0.89
C 12.423 3.794 -26.336 -1.81 -0.25 0.15
C 13.611 4.300 -25.572 -0.64 -0.81 0.44
C 13.943 3.400 -24.342 -0.16 0.63 -0.31
O 14.641 4.363 -26.490 2.27 0.55 -0.59
H 12.306 2.710 -26.322 0.35 -0.24 -0.05
H 12.405 4.127 -27.373 0.29 0.10 0.07
H 11.479 4.135 -25.911 -0.06 0.10 0.19
H 13.444 5.341 -25.295 0.00 -0.07 0.33
H 14.507 2.527 -24.670 0.00 -0.16 -0.24
H 13.038 3.048 -23.847 -0.07 0.08 -0.01
H 14.570 3.900 -23.604 -0.02 0.13 -0.07
H 14.821 3.505 -26.882 -0.17 -0.15 0.07
C 6.329 -1.619 -29.096 -0.47 0.85 0.63
C 7.053 -1.009 -27.874 -0.39 -2.41 0.59
C 6.892 -1.940 -26.642 -0.57 1.57 -0.40
O 8.419 -0.971 -28.099 1.33 0.55 -1.49
H 6.516 -2.683 -29.242 0.34 0.10 0.09
H 6.454 -1.076 -30.033 0.41 0.03 0.06
H 5.270 -1.513 -28.864 -0.23 -0.17 -0.04
H 6.628 -0.050 -27.581 0.01 0.36 -0.33
H 5.847 -1.885 -26.338 -0.04 -0.57 0.23
H 7.478 -1.410 -25.891 -0.07 -0.49 0.41
H 7.274 -2.944 -26.827 -0.18 0.07 0.00
H 8.936 -0.852 -27.299 -0.20 0.16 0.23
C 6.979 -0.850 -21.268 -0.48 -0.03 0.64
C 7.300 0.226 -20.213 0.40 -0.87 1.02
C 6.561 0.089 -18.872 -1.20 0.38 -1.38
O 8.674 0.125 -19.844 0.38 0.07 -0.25
H 6.138 -0.597 -21.915 0.29 0.44 -0.28
H 6.629 -1.777 -20.814 0.39 -0.17 0.34
H 7.895 -1.056 -21.821 -0.30 0.00 -0.35
H 7.113 1.218 -20.622 -0.12 0.12 -0.07
H 6.641 -0.856 -18.335 0.65 0.05 -0.18
H 5.521 0.123 -19.196 -0.45 0.19 0.40
H 6.742 0.959 -18.241 0.14 -0.22 0.09
H 9.170 0.096 -20.666 0.32 0.06 -0.08
```
Forces are in eV/Å.